(1)
DFT (ωB97M-V/def2-TZVPD) results for a single C10H11NO molecule at a distorted geometry.

Structure (SMILES): N=C=C/C=C\C1=C2O[C@H]2CCC1
Energy relative to the best compared isomer or geometry (same formula, charge and spin) in kJ/mol: 622.3
Charge: 0

Last column: natural (NBO) charge in e.
Element x y z (Å)
N: -1.7739 -2.2700 1.2157  -0.629
C: -0.6443 -2.6109 0.9154  0.465
C: 0.5953 -2.8840 0.7341  -0.481
C: 1.6075 -2.2594 -0.1426  -0.200
C: 1.3342 -1.0545 -0.7510  -0.192
C: 0.2948 -0.2121 -0.4495  -0.208
C: -0.0478 0.1540 0.7679  0.373
O: 0.0826 0.5064 2.0767  -0.428
C: -0.7677 1.3714 1.2609  -0.003
C: -0.3744 2.5956 0.4920  -0.447
C: 0.0882 2.1409 -0.9632  -0.379
C: -0.3649 0.7478 -1.4118  -0.396
H: -2.5253 -2.6269 0.7668  0.370
H: 0.9626 -3.8036 1.1428  0.253
H: 2.4641 -2.8223 -0.5086  0.218
H: 1.9323 -0.7637 -1.6650  0.204
H: -1.8092 1.2980 1.5744  0.193
H: 0.6112 3.1707 0.8003  0.228
H: -1.1716 3.2501 0.6566  0.221
H: 1.1553 1.9403 -0.9258  0.198
H: -0.1241 2.9111 -1.6653  0.209
H: -0.0556 0.5775 -2.4767  0.218
H: -1.4695 0.6435 -1.4441  0.212

Force components x, y, z for each atom (eV/Å):
N 2.99 1.12 2.23
C -2.02 0.48 0.14
C 3.13 -0.83 -0.55
C -1.50 2.08 -1.36
C 3.40 -3.26 -1.71
C -1.81 1.32 1.03
C -2.52 2.80 1.92
O 1.40 -0.62 -0.25
C 0.16 -2.18 -0.97
C 4.24 -0.25 -0.03
C -0.53 -0.34 0.70
C -0.91 0.13 -1.39
H -2.85 -1.27 -2.06
H -0.21 -0.43 0.65
H -0.27 -0.07 0.45
H -0.35 -0.34 1.18
H 0.24 -0.05 -0.04
H -2.11 -1.16 0.31
H -1.25 1.36 -0.78
H 0.35 0.88 0.09
H -0.14 0.65 -0.72
H 0.04 0.06 0.93
H 0.51 -0.05 0.23

(2)
DFT (ωB97M-V/def2-TZVPD) results for a single C10H11NO molecule at a distorted geometry.

Structure (SMILES): N[C@H]1C[C@@H]2O[C@H]1c1ccccc12
Energy relative to the best compared isomer or geometry (same formula, charge and spin) in kJ/mol: 373.7
Charge: 0

Last column: natural (NBO) charge in e.
Element x y z (Å)
N: 1.1769 -1.6116 1.0885  -0.855
C: 1.5162 -1.0307 -0.2192  -0.068
C: 0.5715 -1.5190 -1.2828  -0.461
C: 0.1914 -0.0422 -1.8678  0.071
O: 1.3610 0.6325 -1.7626  -0.487
C: 1.4584 0.5498 -0.3013  0.033
C: 0.0905 0.8905 0.1761  0.003
C: -0.2452 1.2052 1.4700  -0.211
C: -1.6257 1.3014 1.8281  -0.239
C: -2.5104 1.1979 0.7666  -0.197
C: -2.1257 0.8024 -0.6214  -0.199
C: -0.8110 0.4720 -0.7874  -0.057
H: 1.7054 -2.5882 1.1511  0.365
H: 1.6246 -1.0102 1.9428  0.356
H: 2.6659 -1.4175 -0.3673  0.185
H: 0.8404 -2.3230 -2.0806  0.226
H: -0.2872 -2.0940 -0.8476  0.228
H: 0.0388 -0.2590 -2.9053  0.216
H: 2.2948 1.1963 0.1429  0.223
H: 0.4383 1.4305 2.2484  0.207
H: -1.7844 1.9731 2.7643  0.227
H: -3.6078 1.5073 0.7390  0.213
H: -2.9768 0.7364 -1.2745  0.220

Force components x, y, z for each atom (eV/Å):
N 2.12 -0.70 3.14
C 4.53 -1.85 1.27
C -1.37 -0.85 -1.14
C -2.02 -3.75 -0.70
O 1.02 1.81 1.94
C 1.17 -0.30 -0.32
C 0.83 -0.61 1.80
C -1.83 -0.08 -0.22
C 0.90 2.54 -0.26
C -1.52 0.11 -2.62
C -0.81 -0.15 3.64
C 1.01 1.39 -2.11
H -1.55 2.76 -0.04
H -1.22 -1.84 -2.78
H -2.52 1.44 -0.51
H 0.64 1.96 1.10
H 0.43 1.10 0.15
H -1.18 0.81 -0.62
H -1.02 -1.32 -0.84
H 0.95 0.17 0.30
H -0.43 -1.96 -1.45
H 1.59 -0.44 0.92
H 0.28 -0.25 -0.63

(3)
DFT (ωB97M-V/def2-TZVPD) results for a molecular structure, C10H11NO2S at a distorted geometry.

Energy relative to the best compared isomer or geometry (same formula, charge and spin) in kJ/mol: 456.9
Charge: 0

Last column: natural (NBO) charge in e.
Element x y z (Å)
C: 1.4503 -1.7610 -0.0616  -0.260
C: 0.5613 -0.7851 0.3281  -0.011
C: -0.8734 -0.8173 0.2291  -0.126
C: -1.8703 0.0382 0.4326  -0.018
C: 2.8220 -1.3974 0.2786  0.619
C: 1.4088 0.4166 0.6734  -0.232
C: -2.9966 -0.7546 -0.2113  0.002
C: 0.8128 1.2063 -0.5602  0.207
C: -1.8871 1.4786 0.6960  -0.670
C: 1.6795 1.4205 -1.7270  -0.834
N: 2.7355 -0.0764 0.7184  -0.656
O: 3.7410 -2.1768 0.3088  -0.581
O: -4.0637 -1.1269 0.6219  -0.690
S: -1.8199 -2.1341 -0.5990  0.148
H: 1.2992 -2.7614 -0.5836  0.251
H: 1.0686 0.9394 1.6365  0.242
H: -3.4665 -0.3572 -1.1419  0.210
H: -1.7707 1.6201 1.7307  0.222
H: -3.0275 1.8888 0.4177  0.213
H: -1.0781 1.9963 0.1853  0.277
H: 1.1128 2.1587 -2.2232  0.264
H: 1.5224 0.4851 -2.2989  0.289
H: 2.7092 1.3943 -1.3810  0.231
H: 3.6322 0.4274 1.0605  0.431
H: -3.7019 -1.3222 1.4701  0.471

Force components x, y, z for each atom (eV/Å):
C -1.91 -0.74 -0.75
C 1.56 -1.92 -0.65
C 0.19 -1.13 -0.68
C -0.56 0.25 -1.49
C -0.69 0.26 0.76
C -1.91 2.29 -0.05
C -0.79 -0.20 0.08
C 0.80 -0.54 1.59
C -3.72 0.92 -0.75
C -0.61 -2.25 1.85
N 3.54 0.43 0.35
O 0.85 0.48 -0.17
O -0.31 0.59 -1.21
S 0.56 0.16 0.38
H -0.22 1.51 1.06
H 0.51 -0.70 -1.25
H 0.64 -0.04 0.72
H 0.10 0.61 1.58
H 3.13 -0.83 0.67
H -0.24 -0.01 -0.27
H 0.70 1.37 -1.20
H 0.03 0.14 -0.03
H 0.50 0.84 -0.83
H -2.54 -1.11 -0.79
H 0.39 -0.37 1.07

(4)
DFT (ωB97M-V/def2-TZVPD) results for a single C10H12 molecule at a distorted geometry.

Structure (SMILES): C1=C[C@@H]2[C@H](C1)[C@@H]1C=C[C@H]2C1
Energy relative to the best compared isomer or geometry (same formula, charge and spin) in kJ/mol: 42.3
Charge: 0

Last column: natural (NBO) charge in e.
Element x y z (Å)
C: 2.0283 -0.9540 0.5487  -0.169
C: 0.8097 -1.5181 0.8902  -0.194
C: -0.3026 -1.1619 -0.0479  -0.260
C: 0.3895 -0.1589 -1.0780  -0.185
C: 1.9154 -0.1214 -0.6750  -0.455
C: -0.4662 1.1362 -0.9667  -0.261
C: -0.2627 1.6960 0.4715  -0.207
C: -0.8146 0.8180 1.3375  -0.188
C: -1.4662 -0.2945 0.5242  -0.266
C: -1.8591 0.5148 -0.7357  -0.372
H: 2.9507 -1.0679 1.1143  0.212
H: 0.6639 -2.2184 1.7081  0.209
H: -0.6912 -1.9868 -0.6431  0.219
H: 0.2345 -0.5307 -2.1047  0.210
H: 2.2621 0.9018 -0.4617  0.212
H: 2.5280 -0.5073 -1.4962  0.216
H: -0.3715 1.8494 -1.7916  0.221
H: 0.4097 2.4966 0.7741  0.212
H: -0.8206 0.9222 2.4189  0.217
H: -2.2519 -0.7659 1.0626  0.219
H: -2.1295 -0.1163 -1.5888  0.196
H: -2.6127 1.2853 -0.6046  0.216

Force components x, y, z for each atom (eV/Å):
C -2.92 -1.45 0.99
C 2.46 0.44 -0.63
C 0.45 0.98 -0.73
C 0.30 -0.31 0.12
C -0.67 0.73 -0.65
C 0.07 0.15 1.58
C 0.31 -0.97 0.26
C 0.05 1.08 -0.96
C 0.62 1.29 -0.21
C 0.27 -0.28 -0.72
H -0.21 -0.06 -0.12
H 0.09 0.21 0.05
H -0.12 -0.36 0.38
H 0.36 0.00 0.35
H -0.09 -0.11 -0.21
H 0.06 0.05 0.11
H 0.04 -0.19 0.21
H -0.28 0.04 -0.24
H 0.17 -0.26 -0.18
H -0.62 -0.80 0.19
H -0.16 -0.11 0.12
H -0.17 -0.06 0.29

no.,E_LUMO (hartree)
1,0.0305
2,0.0317
3,-0.0350
4,0.0407